Below is a structure of composition C5H8O, with properties calculated with wB97M-V/def2-TZVPD.

Output
- LUMO level: -0.007 hartree
- F_max: 0.4 eV/Å
- E_HOMO: -8.022 eV
- Orbital gap: 7.83 eV

ORCA input file:
```
! wB97M-V def2-TZVPD RIJCOSX def2/J DEFGRID3
* xyz 0 1
C -1.18 0.87 -0.58
C -1.48 -0.21 0.46
C -0.16 -0.10 -0.18
C 0.75 -0.94 -0.78
O 2.47 -0.31 0.19
C 1.47 0.29 0.76
H -1.62 0.78 -1.57
H -1.11 1.90 -0.22
H -1.60 0.10 1.49
H -2.12 -1.04 0.16
H 0.87 -1.98 -0.48
H 1.24 -0.66 -1.70
H 1.06 -0.09 1.72
H 1.42 1.40 0.73
*
```

---

Below is an isolated molecule of C5H8O, with properties calculated with wB97M-V/def2-TZVPD.

Output
- SMILES: CC(C)=C=CO
- LUMO level: 0.030 hartree
- F_max: 0.4 eV/Å
- E_HOMO: -8.669 eV
- Orbital gap: 9.48 eV

ORCA input file:
```
! wB97M-V def2-TZVPD RIJCOSX def2/J DEFGRID3
* xyz 0 1
C -0.31 -1.42 -0.89
C -0.45 -0.13 -0.12
C -1.27 0.98 -0.73
C 0.21 0.05 1.01
C 1.16 0.31 1.87
O 2.40 0.73 1.45
H 0.33 -2.13 -0.36
H -1.28 -1.89 -1.09
H 0.15 -1.20 -1.87
H -1.25 1.87 -0.10
H -2.31 0.67 -0.89
H -0.85 1.24 -1.71
H 1.08 0.25 2.95
H 2.38 0.66 0.49
*
```

---

Below is a cluster of 2 separate species, C5H8O in total at a distorted geometry, with properties calculated with wB97M-V/def2-TZVPD.

Output
- SMILES: C=CC=C.C=O
- LUMO level: 0.016 hartree
- F_max: 1.3 eV/Å
- E_HOMO: -8.962 eV
- Orbital gap: 9.40 eV

ORCA input file:
```
! wB97M-V def2-TZVPD RIJCOSX def2/J DEFGRID3
* xyz 0 1
C 1.40 0.63 -0.80
C 0.92 0.13 0.33
C 0.24 -1.16 0.13
C -0.76 -1.42 -0.71
H 0.89 0.41 -1.73
H 2.35 1.13 -0.83
H 1.35 0.37 1.30
H 0.81 -1.95 0.60
H -1.27 -0.64 -1.26
H -1.11 -2.43 -0.84
C -1.18 1.23 0.94
O -2.04 0.49 0.50
H -0.81 2.11 0.39
H -0.79 1.11 1.96
*
```

---

Below is a cluster of 2 separate species, C5H8O2 in total at a distorted geometry, with properties calculated with wB97M-V/def2-TZVPD.

Output
- ⟨S²⟩: 0.7998
- LUMO level (alpha / beta): 0.128 / 0.127 hartree
- F_max: 1.3 eV/Å
- E_HOMO (alpha / beta): -1.742 / -2.706 eV
- Orbital gap (alpha / beta): 5.22 / 6.16 eV

ORCA input file:
```
! wB97M-V def2-TZVPD RIJCOSX def2/J DEFGRID3
* xyz -1 2
O -1.86 -2.93 -0.53
C -1.36 -1.90 0.23
H -1.28 -3.71 -0.43
H -0.89 -2.18 1.17
H -2.07 -1.06 0.29
C 0.54 -0.75 -0.83
C 1.09 0.30 -0.09
C 0.61 1.64 -0.02
H -0.01 -0.49 -1.75
H 1.15 -1.65 -0.97
H 1.92 0.05 0.59
H -0.33 1.87 -0.57
C 1.19 2.61 0.77
O 0.42 3.77 0.81
H 0.89 4.42 1.33
*
```

---

Below is an isolated molecule of C5H8O2 at a distorted geometry, with properties calculated with wB97M-V/def2-TZVPD.

Output
- SMILES: C/C(=C/O)CC=O
- LUMO level: 0.034 hartree
- F_max: 3.0 eV/Å
- E_HOMO: -8.583 eV
- Orbital gap: 9.51 eV

ORCA input file:
```
! wB97M-V def2-TZVPD RIJCOSX def2/J DEFGRID3
* xyz 0 1
C -1.25 0.32 1.31
C 0.02 0.17 0.54
C 0.81 -0.92 0.73
O 2.02 -1.15 0.18
C 0.20 1.02 -0.68
C -0.07 -0.18 -1.69
O 0.83 -0.74 -2.27
H -2.11 0.01 0.72
H -1.41 1.37 1.58
H -1.23 -0.28 2.22
H 0.63 -1.57 1.58
H 2.02 -0.88 -0.76
H -0.55 1.81 -0.74
H 1.23 1.35 -0.80
H -1.13 -0.33 -1.92
*
```

---

Below is an isolated molecule of C5H8O2 at a distorted geometry, with properties calculated with wB97M-V/def2-TZVPD.

Output
- SMILES: O[C@@]12CCO[C@H]1C2
- LUMO level: 0.034 hartree
- F_max: 5.9 eV/Å
- E_HOMO: -8.566 eV
- Orbital gap: 9.50 eV

ORCA input file:
```
! wB97M-V def2-TZVPD RIJCOSX def2/J DEFGRID3
* xyz 0 1
O 0.58 1.14 -1.06
C 0.58 0.50 0.19
C -0.66 0.57 0.85
C -1.62 -0.06 -0.25
O -0.63 -1.09 -0.94
C 0.51 -1.03 -0.06
C 1.90 -0.37 0.00
H -0.19 0.83 -1.56
H -0.87 1.75 1.26
H -0.52 -0.05 1.74
H -1.86 0.88 -1.01
H -2.50 -0.71 0.17
H 0.31 -1.74 0.76
H 2.60 -0.68 0.85
H 2.38 0.08 -0.95
*
```

---

Below is an isolated molecule of C5H8O2, with properties calculated with wB97M-V/def2-TZVPD.

Output
- SMILES: CCCC(=O)C=O
- LUMO level: -0.017 hartree
- F_max: 0.6 eV/Å
- E_HOMO: -9.823 eV
- Orbital gap: 9.36 eV

ORCA input file:
```
! wB97M-V def2-TZVPD RIJCOSX def2/J DEFGRID3
* xyz 0 1
C -2.17 0.05 -0.72
C -1.08 -0.38 0.26
C 0.22 0.39 0.05
C 1.40 -0.24 0.73
O 1.34 -1.00 1.67
C 2.79 0.09 0.16
O 2.96 0.80 -0.79
H -2.41 1.12 -0.61
H -3.09 -0.51 -0.56
H -1.86 -0.12 -1.75
H -0.88 -1.45 0.14
H -1.42 -0.26 1.29
H 0.46 0.51 -1.01
H 0.13 1.42 0.44
H 3.61 -0.42 0.70
*
```

---

Below is a structure of composition C5H8O2 at a distorted geometry, with properties calculated with wB97M-V/def2-TZVPD.

Output
- LUMO level: 0.035 hartree
- F_max: 2.0 eV/Å
- E_HOMO: -8.921 eV
- Orbital gap: 9.88 eV

ORCA input file:
```
! wB97M-V def2-TZVPD RIJCOSX def2/J DEFGRID3
* xyz 0 1
C 1.44 -0.16 -0.05
O 0.86 -1.19 -0.86
C -0.50 -1.19 -0.67
C -0.63 0.81 -0.86
C 0.29 0.74 0.35
C -0.73 -0.02 1.21
O -0.92 -1.31 0.63
H 2.19 0.36 -0.67
H 1.94 -0.61 0.81
H -0.92 -2.01 -1.28
H -1.33 1.68 -0.74
H -0.24 0.89 -1.85
H 0.63 1.69 0.81
H -0.52 -0.19 2.28
H -1.63 0.53 0.83
*
```